Molecular formula: C9H11ClS
Method: DFT, wB97M-V/def2-TZVPD

```
! RIJCOSX wB97M-V def2-TZVPD def2/J DEFGRID3
* xyz 0 1
C 1.29 2.21 2.21
C 0.99 1.56 1.00
C 0.81 1.62 3.35
C 0.05 0.49 1.18
C 0.72 -1.74 -0.93
C -0.70 -0.48 0.36
C -0.52 -0.92 -1.14
C -0.04 0.39 -1.84
C -1.72 -1.66 -1.74
S -0.09 0.25 2.90
Cl -1.71 -1.54 1.32
H 1.90 3.13 2.09
H 1.42 1.87 0.14
H 0.86 2.02 4.31
H 1.69 -1.41 -1.16
H 0.85 -2.49 -0.21
H -0.77 1.22 -1.96
H 0.12 0.16 -2.84
H 0.85 0.83 -1.44
H -1.31 -2.04 -2.63
H -2.70 -1.02 -1.79
H -1.99 -2.45 -1.19
*
```

HOMO-LUMO gap (alpha / beta): 7.615 / 7.214 eV


Molecular formula: H80O40
Method: DFT, wB97M-V/def2-TZVPD

```
! RIJCOSX wB97M-V def2-TZVPD def2/J DEFGRID3
* xyz 0 1
H 2.09 2.42 2.43
H 3.39 2.25 1.67
O 2.63 1.74 2.03
H 0.37 1.73 3.81
H -0.65 2.17 2.70
O -0.14 1.32 3.11
H -0.70 -3.55 -3.65
H -0.66 -1.82 -3.55
O -0.47 -2.69 -3.19
H -6.22 -1.51 -2.00
H -6.18 0.02 -1.85
O -5.69 -0.70 -1.59
H 3.48 -0.02 5.12
H 2.80 0.98 5.87
O 3.48 0.98 5.27
H 5.29 -2.38 3.76
O 4.43 -2.65 3.52
H 2.37 5.00 1.03
O 2.11 4.03 0.74
H -2.95 -2.46 -2.58
H -3.12 -0.99 -2.57
O -2.49 -1.50 -2.92
H -0.79 5.12 3.24
H -0.40 3.76 3.72
O 0.08 4.58 3.50
H -1.32 -2.91 -1.78
H -2.00 -3.84 -0.79
O -1.94 -2.93 -0.92
H -0.62 -0.17 -2.79
H 0.89 -0.29 -2.33
O 0.24 0.09 -3.10
H 0.19 1.05 -5.30
O -0.57 1.53 -5.76
H 2.57 -1.63 1.24
H 1.86 -2.69 1.82
O 2.10 -2.37 0.92
H 5.45 -0.43 -0.92
H 5.15 -1.10 0.34
O 5.77 -0.67 -0.08
H 2.20 1.41 -0.24
H 1.30 0.03 -0.02
O 1.52 0.88 -0.50
H -3.06 3.53 -2.39
H -2.53 3.56 -4.09
O -3.02 3.03 -3.30
H -2.82 -0.90 0.31
H -1.85 0.21 0.50
O -2.83 0.06 0.62
H -2.73 3.13 4.84
H -3.28 3.54 3.54
O -2.77 3.89 4.29
H 4.97 -3.10 -2.07
O 4.02 -2.94 -2.00
H 0.12 4.73 -0.26
H -1.00 5.74 -0.84
O -0.47 5.47 -0.08
H 2.85 -0.13 2.67
O 2.13 -0.77 2.80
H -1.89 -4.97 -2.66
H -2.38 -5.84 -1.64
O -2.63 -5.02 -2.12
H 0.42 -2.05 0.81
H 0.23 -1.76 -0.66
O 0.03 -1.41 0.18
H -5.05 2.16 0.26
H -6.65 2.24 0.18
O -5.81 2.52 -0.10
H -0.15 -3.50 1.78
H -0.79 -4.75 2.55
O -1.02 -4.07 1.84
H 4.73 2.28 -2.55
H 4.01 3.05 -3.37
O 4.10 2.16 -3.39
H 3.02 0.92 -5.62
H 2.37 0.30 -4.34
O 2.19 0.92 -5.10
H -1.81 0.11 4.45
H -2.27 -0.18 3.06
O -2.50 0.31 3.92
H -0.04 -4.34 -5.07
H -1.39 -3.57 -5.33
O -1.05 -4.55 -4.97
H 1.67 5.16 -2.38
H 1.46 3.88 -3.20
O 1.95 4.68 -3.29
H 2.80 -4.07 3.16
H 2.43 -4.27 4.68
O 2.22 -4.18 3.83
H -1.39 0.82 -1.33
O -1.37 1.81 -1.72
H 0.03 3.26 5.60
H 1.32 3.81 5.37
O 0.95 2.87 5.39
H 3.45 -3.19 -1.36
H 3.83 -2.06 3.68
H 1.36 -0.15 2.28
H 1.46 4.07 0.02
H -1.32 1.30 -5.20
H -1.91 1.73 -2.42
O -4.92 -2.60 -0.27
H -5.18 -3.42 0.03
H -4.02 -2.82 -0.61
O -1.74 3.37 1.13
H -1.33 4.16 0.69
H -1.32 2.71 0.71
O -0.29 -3.39 5.30
H 0.66 -3.15 5.37
H -0.69 -4.09 5.18
O -5.47 -0.07 1.81
H -5.62 -0.31 0.91
H -4.58 0.32 2.02
O -0.18 3.90 -2.48
H -0.77 4.09 -3.26
H -0.16 2.95 -2.29
O 1.92 -2.45 -4.87
H 1.58 -1.76 -4.32
H 1.86 -3.22 -4.29
O 4.26 -4.24 0.68
H 3.87 -3.42 0.18
H 4.93 -3.81 1.25
*
```

HOMO-LUMO gap: 9.668 eV


Molecular formula: C4H6KO3
Method: DFT, wB97M-V/def2-TZVPD

```
! RIJCOSX wB97M-V def2-TZVPD def2/J DEFGRID3
* xyz 1 1
H -0.41 -0.77 -1.30
O 1.46 -1.10 -0.26
O 1.65 1.14 -0.25
O 3.52 -0.23 -0.03
C 0.04 -0.38 -0.39
C 0.32 0.95 -0.20
C 2.38 -0.19 -0.39
H -0.31 1.74 0.18
K 5.05 0.54 1.95
H -1.73 -0.80 0.58
C -2.73 -0.32 0.09
H -3.33 -1.20 -0.15
H -3.12 0.26 0.95
H -2.78 0.35 -0.78
*
```

HOMO-LUMO gap: 8.663 eV


Molecular formula: C20H35N4O3
Method: DFT, wB97M-V/def2-TZVPD

```
! RIJCOSX wB97M-V def2-TZVPD def2/J DEFGRID3
* xyz 1 1
O -1.20 -2.82 -7.21
O 1.32 -0.60 -1.73
O 2.91 0.09 -4.97
C -0.23 -2.58 -6.51
C 1.91 -1.32 -2.52
C 1.90 -0.28 -5.56
C -3.20 3.02 5.59
C -2.08 2.24 5.85
C -0.28 0.51 3.97
N 3.19 -1.56 -2.36
N 1.75 -0.10 -6.88
N -0.29 -1.58 -5.63
N 0.92 1.01 3.80
C 1.02 -3.43 -6.66
C -0.87 2.95 6.41
C 2.75 0.51 -7.76
C -1.19 -1.30 2.50
C -0.71 0.14 5.37
C 1.42 1.55 2.51
C 0.69 0.95 1.30
C -3.08 0.19 4.61
C -0.82 1.01 1.54
C -2.67 0.63 3.19
C -2.10 0.72 5.69
C -1.23 0.22 2.81
C 1.20 -1.97 -3.70
C 0.75 -0.97 -4.78
H -4.15 2.62 5.25
H -3.18 4.10 5.74
H 3.65 -1.02 -1.65
H 3.70 -2.03 -3.08
H 0.89 -0.42 -7.31
H -1.20 -1.14 -5.61
H 1.51 1.16 4.62
H 0.91 -4.05 -7.56
H 1.91 -2.82 -6.77
H 1.11 -4.09 -5.80
H -1.10 3.99 6.65
H -0.55 2.46 7.34
H -0.05 2.94 5.69
H 2.49 0.35 -8.80
H 2.81 1.59 -7.56
H 3.73 0.07 -7.57
H -1.82 -1.53 1.64
H -0.17 -1.63 2.27
H -1.54 -1.89 3.34
H -0.76 -0.95 5.44
H 0.02 0.47 6.11
H 1.28 2.64 2.50
H 2.49 1.36 2.41
H 1.02 -0.08 1.13
H 0.95 1.52 0.40
H -4.10 0.53 4.82
H -3.11 -0.90 4.66
H -1.11 2.06 1.63
H -1.34 0.60 0.66
H -3.38 0.20 2.47
H -2.78 1.72 3.12
H -2.42 0.31 6.66
H 0.33 -2.49 -3.30
H 1.87 -2.71 -4.13
H 0.26 -0.15 -4.25
*
```

HOMO-LUMO gap: 7.808 eV


Molecular formula: C36H37AgN4O2
Method: DFT, wB97M-V/def2-TZVPD

```
! RIJCOSX wB97M-V def2-TZVPD def2/J DEFGRID3
* xyz 0 1
Ag 0.04 -0.01 0.17
C -0.75 0.81 3.71
C 0.73 0.99 4.07
C 1.25 -0.24 4.81
C 1.52 1.32 2.82
C 1.54 2.62 2.33
C 2.21 2.93 1.15
C 2.83 1.94 0.39
C 3.56 2.29 -0.88
C 2.80 0.64 0.88
C 2.18 0.34 2.09
H -1.34 0.54 4.59
H -0.86 0.00 2.98
H -1.17 1.72 3.27
H 0.81 1.86 4.73
H 1.04 -1.15 4.25
H 0.76 -0.32 5.78
H 2.33 -0.18 4.98
H 1.04 3.41 2.88
H 2.23 3.96 0.80
H 3.81 1.39 -1.45
H 4.49 2.82 -0.67
H 2.96 2.94 -1.52
H 3.32 -0.15 0.34
H 2.23 -0.67 2.47
C -1.13 5.74 -0.48
C -0.14 4.87 -0.90
C -0.30 3.50 -0.75
C -1.47 3.01 -0.21
C -2.48 3.87 0.21
C -2.30 5.24 0.08
N -1.59 1.58 -0.12
N -2.73 1.18 -0.28
C -2.92 -0.24 -0.36
C -4.19 -0.72 -0.09
C -4.42 -2.08 -0.25
C -3.38 -2.88 -0.69
C -2.15 -2.30 -0.94
N -1.92 -1.00 -0.77
H -1.00 6.81 -0.59
H 0.77 5.26 -1.35
H 0.47 2.80 -1.07
H -3.38 3.46 0.65
H -3.07 5.92 0.43
H -4.96 -0.04 0.24
H -5.39 -2.50 -0.04
H -3.52 -3.94 -0.85
H -1.29 -2.89 -1.26
C -4.93 -6.11 2.69
C -3.84 -5.34 3.41
C -4.11 -4.85 4.68
C -3.15 -4.11 5.37
C -1.92 -3.89 4.78
C -1.63 -4.37 3.51
N -0.35 -3.99 3.01
C 0.45 -4.68 2.09
C 0.71 -6.04 2.29
C 1.54 -6.74 1.43
C 2.14 -6.09 0.35
C 1.89 -4.75 0.15
C 1.06 -4.02 1.01
C 0.83 -2.57 0.69
O 0.20 -1.85 1.54
O 1.23 -2.11 -0.41
C -2.60 -5.10 2.80
C -2.36 -5.58 1.38
H -5.84 -6.12 3.29
H -4.64 -7.14 2.50
H -5.18 -5.66 1.73
H -5.08 -5.03 5.13
H -3.36 -3.74 6.36
H -1.15 -3.34 5.31
H -0.30 -2.99 2.84
H 0.26 -6.53 3.14
H 1.72 -7.79 1.61
H 2.79 -6.64 -0.32
H 2.34 -4.21 -0.68
H -1.68 -6.44 1.35
H -1.90 -4.80 0.78
H -3.29 -5.88 0.90
*
```

HOMO-LUMO gap: 6.312 eV


Molecular formula: C31H24N5O4SSc
Method: DFT, wB97M-V/def2-TZVPD

```
! RIJCOSX wB97M-V def2-TZVPD def2/J DEFGRID3
* xyz 0 1
Sc 0.34 0.14 0.25
C -2.55 -0.44 5.31
O -1.75 -0.13 4.20
C -1.64 1.19 3.85
C -2.29 2.22 4.49
C -2.10 3.54 4.08
C -1.26 3.81 3.03
C -0.60 2.78 2.34
C 0.37 3.12 1.32
N 0.85 2.26 0.51
N 1.95 2.63 -0.25
C 2.67 1.56 -0.49
O 2.38 0.38 -0.04
C 3.91 1.73 -1.30
C 4.28 2.98 -1.77
C 5.44 3.12 -2.53
C 6.22 2.01 -2.81
C 5.85 0.76 -2.34
C 4.69 0.62 -1.58
C -0.78 1.43 2.74
O -0.18 0.42 2.17
H -2.49 -1.52 5.44
H -2.19 0.05 6.22
H -3.60 -0.15 5.15
H -2.95 2.01 5.33
H -2.61 4.34 4.60
H -1.08 4.83 2.72
H 0.76 4.13 1.30
H 3.66 3.84 -1.55
H 5.73 4.10 -2.90
H 7.12 2.12 -3.41
H 6.46 -0.11 -2.56
H 4.39 -0.35 -1.21
O 0.05 0.18 -1.71
C -0.83 0.19 -2.67
C -0.42 0.39 -4.00
C -1.32 0.39 -5.04
C -2.68 0.17 -4.80
C -3.10 -0.03 -3.51
C -2.21 -0.02 -2.43
C -2.67 -0.24 -1.07
N -1.94 -0.35 0.03
C -2.80 -0.60 1.08
C -4.07 -0.62 0.62
N -3.98 -0.41 -0.74
H 0.64 0.56 -4.17
H -0.97 0.55 -6.05
H -3.39 0.16 -5.62
H -4.16 -0.21 -3.34
H -2.43 -0.74 2.08
H -5.02 -0.76 1.11
H -4.75 -0.35 -1.38
S 2.08 -3.87 2.10
C 1.68 -2.24 1.74
N 0.88 -2.06 0.75
C 0.51 -3.27 0.18
C -0.34 -3.43 -0.93
C -0.61 -4.70 -1.37
C -0.05 -5.82 -0.74
C 0.79 -5.68 0.35
C 1.07 -4.39 0.80
H 2.08 -1.43 2.33
H -0.76 -2.55 -1.41
H -1.25 -4.85 -2.22
H -0.27 -6.81 -1.11
H 1.23 -6.55 0.83
*
```

HOMO-LUMO gap: 7.738 eV


Molecular formula: C7H14N3
Method: DFT, wB97M-V/def2-TZVPD

```
! RIJCOSX wB97M-V def2-TZVPD def2/J DEFGRID3
* xyz 1 1
C 1.85 -1.31 -0.45
C 2.67 -0.23 -0.61
C -0.99 -2.82 -1.20
C -1.49 -2.34 0.17
C -0.88 -1.35 -0.76
C 0.48 -0.73 -0.59
C -0.17 1.73 -1.03
N 0.71 0.61 -0.74
N -0.87 3.02 3.33
N 2.02 0.89 -0.87
H 2.15 -2.20 -0.09
H 3.77 -0.14 -0.70
H -0.16 -3.38 -1.44
H -1.85 -2.83 -1.88
H -2.57 -2.26 0.15
H -1.01 -2.63 1.10
H -1.65 -0.63 -1.11
H -1.05 1.45 -1.52
H -0.63 2.11 -0.08
H 0.50 2.41 -1.55
H -0.68 2.11 3.81
H -0.64 3.77 4.03
H -1.95 2.98 3.25
H 2.45 1.77 -1.21
*
```

HOMO-LUMO gap: 9.688 eV


Molecular formula: C13H27FNO8S4
Method: DFT, wB97M-V/def2-TZVPD

```
! RIJCOSX wB97M-V def2-TZVPD def2/J DEFGRID3
* xyz -1 1
O 0.04 -4.26 3.84
S -0.86 -3.74 2.75
O -0.25 -4.06 1.41
C -2.50 -4.61 2.86
N -3.59 -3.79 3.30
F -3.76 -2.75 2.28
H -0.95 -2.37 2.89
H -2.40 -5.42 3.60
H -2.66 -5.07 1.85
C -2.12 0.62 -0.29
C -3.13 1.55 0.39
C -3.08 1.25 1.89
S -1.42 0.67 2.23
O -1.48 -0.71 2.63
O -0.71 1.66 3.00
C -0.85 0.71 0.54
H -1.94 0.91 -1.33
H -2.50 -0.40 -0.29
H -2.85 2.59 0.21
H -4.14 1.41 -0.01
H -3.27 2.14 2.49
H -3.78 0.46 2.17
H -0.16 -0.11 0.36
H -0.34 1.67 0.38
C 4.38 -3.73 -0.95
C 3.47 -4.08 0.23
C 3.31 -2.82 1.08
S 3.50 -1.44 -0.05
O 4.69 -0.70 0.31
O 2.22 -0.78 -0.21
C 3.84 -2.41 -1.50
H 4.37 -4.51 -1.71
H 5.41 -3.60 -0.60
H 2.49 -4.41 -0.14
H 3.88 -4.90 0.83
H 2.32 -2.77 1.55
H 4.08 -2.74 1.84
H 4.56 -1.89 -2.13
H 2.90 -2.56 -2.03
C -1.15 4.97 -1.50
C 0.37 4.79 -1.48
C 0.70 3.58 -2.35
S -0.60 3.48 -3.58
O -1.35 2.26 -3.36
O -0.07 3.82 -4.88
C -1.56 4.85 -2.96
H -1.45 5.93 -1.07
H -1.62 4.18 -0.91
H 0.85 5.69 -1.88
H 0.75 4.66 -0.46
H 1.66 3.70 -2.86
H 0.69 2.66 -1.78
H -2.62 4.65 -3.10
H -1.28 5.74 -3.52
*
```

HOMO-LUMO gap: 4.677 eV


Molecular formula: C12H16N2O
Method: DFT, wB97M-V/def2-TZVPD

```
! RIJCOSX wB97M-V def2-TZVPD def2/J DEFGRID3
* xyz 1 2
C 0.12 3.61 -1.44
C -1.06 0.06 -1.23
C -0.04 0.98 -1.43
C -0.59 2.28 -1.30
C -1.89 2.15 -0.89
C -1.03 -1.32 -1.55
C 0.23 -1.82 -1.82
C 1.24 0.43 -1.62
C 1.35 -0.93 -1.82
N -2.19 0.81 -0.82
H -2.95 0.26 -0.46
H -1.98 -1.83 -1.56
H -2.72 2.84 -0.57
H 0.37 -2.89 -1.88
H 2.08 1.21 -1.82
H -0.49 4.49 -1.86
H 1.04 3.60 -1.97
H 2.34 -1.36 -2.16
H 0.50 3.93 -0.39
C 0.62 -0.64 2.07
C 1.83 -0.88 2.96
C -0.59 -1.59 2.21
O -1.54 -1.40 2.87
N -0.72 -2.63 1.32
H 0.23 0.41 2.09
H 0.96 -0.62 1.05
H 2.77 -0.40 2.66
H 1.98 -1.94 3.02
H -1.51 -3.27 1.58
H 0.04 -2.92 0.75
H 1.59 -0.63 4.00
*
```

⟨S²⟩: 0.771
HOMO-LUMO gap (alpha / beta): 8.770 / 5.228 eV


Molecular formula: C5H6O
Method: DFT, wB97M-V/def2-TZVPD

```
! RIJCOSX wB97M-V def2-TZVPD def2/J DEFGRID3
* xyz 0 1
C 1.76 -1.31 0.03
C 0.63 -0.46 -0.50
O 0.23 -0.56 -1.64
C -2.36 1.44 -0.08
C -1.17 1.00 0.22
C 0.01 0.49 0.48
H 2.08 -2.00 -0.75
H 1.43 -1.88 0.91
H 2.60 -0.69 0.35
H -3.25 0.89 0.20
H -2.49 2.36 -0.65
H 0.52 0.71 1.42
*
```

SMILES: C=C=CC(C)=O
HOMO-LUMO gap: 10.383 eV


Summary of energy in Eh
-1207.75717 -3057.09760 -981.36874 -1227.66799 -1910.52281 -2929.61888 -439.06747 -2860.70917 -651.31752 -269.29556
(order as listed above)
Summary of F_max in eV Å⁻¹
4.64 14.87 4.96 3.15 1.02 0.35 5.04 4.55 5.10 0.43
(order as listed above)